Entry one
Entry from the Open Molecules 2025 dataset: a 2-piece molecular cluster, C3H6N2O overall (ωB97M-V/def2-TZVPD).

Geometry as XYZ:
```
12
C3H6N2O ωB97M-V/def2-TZVPD
C -0.89997 -0.98281 0.45102
C -2.07015 -0.53443 -0.07207
N -1.88019 0.82076 -0.28815
C -0.65105 1.11561 0.24577
N -0.02512 0.05448 0.65887
H -0.62339 -1.99401 0.68726
H -2.81029 -1.12601 -0.59070
H -2.62247 1.48649 -0.12921
H -0.33256 2.13561 0.39606
H 4.42436 -0.95761 -0.41766
H 3.34410 0.07220 -0.21482
O 4.14670 -0.09026 -0.72638
```

## Properties
* Kohn-Sham gap: 10.0855 eV
* SMILES: c1c[nH]cn1.O
* E_HOMO: -9.2 eV
* lowest unoccupied orbital energy: 0.87 eV

---

Entry two
Entry from the Open Molecules 2025 dataset: an isolated molecule of C3H6N2O (ωB97M-V/def2-TZVPD).

Geometry as XYZ:
```
12
C3H6N2O ωB97M-V/def2-TZVPD
C 1.60985 -0.54702 -0.00355
N 0.53870 0.42179 0.02928
C -0.75316 0.06327 -0.21189
N -1.23343 -0.94770 -0.83209
C -1.75832 1.01437 0.38332
O -1.43353 1.98696 1.02447
H 1.33218 -1.46232 0.53838
H 2.49033 -0.11437 0.47517
H 1.88335 -0.82093 -1.02898
H 0.63072 1.22794 0.63224
H -0.49814 -1.54737 -1.21028
H -2.80855 0.72539 0.20394
```

## Properties
* Kohn-Sham gap: 9.8141 eV
* SMILES: [H]/N=C(/C=O)NC
* E_HOMO: -9.5 eV
* lowest unoccupied orbital energy: 0.29 eV

---

Going by the computed energies, the most stable comes first: entry one, entry two.

---

Entry one
Entry from the Open Molecules 2025 dataset: an isolated molecule of C3H6N2O (ωB97M-V/def2-TZVPD).

Geometry as XYZ:
```
12
C3H6N2O ωB97M-V/def2-TZVPD
O 2.68845 -0.02173 -0.68824
C 1.50723 -0.08380 -0.28287
N 0.68220 0.97138 -0.01359
C -0.73677 0.66664 -0.07106
C -0.93845 -0.73097 0.49852
N 1.22521 -1.37075 -0.07155
H 1.00209 1.84666 -0.41239
H -1.09959 0.67237 -1.10663
H -1.31111 1.41212 0.48193
H -0.61002 -0.82922 1.55033
H -1.98309 -1.05531 0.38816
H -0.42614 -1.47740 -0.27261
```

## Properties
* Kohn-Sham gap (spin up / spin down): 8.5083 / 8.5097 eV
* E_HOMO (spin up / spin down): -9.8 / -9.8 eV
* lowest unoccupied orbital energy (spin up / spin down): -1.26 / -1.26 eV

---

Entry two
Entry from the Open Molecules 2025 dataset: an isolated molecule of C3H6N2O (ωB97M-V/def2-TZVPD).

Geometry as XYZ:
```
12
C3H6N2O ωB97M-V/def2-TZVPD
C 0.81656 0.16417 1.23464
C 0.39426 -0.23022 -0.14178
N 1.09396 -0.55412 -1.15098
N -0.99385 -0.56299 -0.24176
C -1.56133 0.60967 -0.73287
O -1.83966 0.67861 -1.90043
H 1.83464 0.54338 1.28419
H 0.73302 -0.77536 1.77913
H 0.16567 0.88213 1.74465
H 1.98562 -0.92541 -0.83967
H -1.05998 -1.21419 -1.02917
H -1.69394 1.39830 0.03398
```

## Properties
* Kohn-Sham gap: 10.4939 eV
* SMILES: [H]/N=C(\C)NC=O
* E_HOMO: -9.8 eV
* lowest unoccupied orbital energy: 0.70 eV

---

Going by the computed energies, the most stable comes first: entry two, entry one.

---

Entry one
Entry from the Open Molecules 2025 dataset: a 2-piece molecular cluster, C3H6N2O overall (ωB97M-V/def2-TZVPD).

Geometry as XYZ:
```
12
C3H6N2O ωB97M-V/def2-TZVPD
C -2.90780 -0.08441 -0.76502
C 2.18327 -0.67546 0.47069
C 2.14724 0.54198 -0.03058
N -1.15417 -0.00261 0.90993
N -1.91392 0.28553 -0.00149
O -4.01559 0.38449 -0.87102
H -2.62692 -0.87117 -1.46621
H 2.85686 -1.08962 1.19913
H 1.50709 -1.36120 0.14820
H 1.27420 0.88693 -0.58439
H 2.84237 1.37319 0.09271
H -0.19263 0.61236 0.89805
```

## Properties
* Kohn-Sham gap: 8.9239 eV
* SMILES: [H]/N=N/C=O.C=C
* E_HOMO: -9.4 eV
* lowest unoccupied orbital energy: -0.43 eV

---

Entry two
Entry from the Open Molecules 2025 dataset: C3H6N2O as an isolated structure (ωB97M-V/def2-TZVPD).

Geometry as XYZ:
```
12
C3H6N2O ωB97M-V/def2-TZVPD
N 1.59103 -0.17848 0.19514
C 0.29762 0.07032 -0.61680
C -0.78843 -0.97024 -0.71788
O -1.73742 0.01909 -0.21230
C -0.66279 0.83765 0.14267
N -0.60073 1.80831 0.96065
H 1.59828 0.23546 1.13470
H 1.93581 -1.13210 0.21222
H 1.89651 0.35349 -0.64786
H -1.07445 -1.31696 -1.71927
H -0.71139 -1.82914 -0.03279
H -1.51718 1.99239 1.37169
```

## Properties
* Kohn-Sham gap: 8.0276 eV
* E_HOMO: -7.6 eV
* lowest unoccupied orbital energy: 0.45 eV

---

Going by the computed energies, the most stable comes first: entry two, entry one.

---

Entry one
Entry from the Open Molecules 2025 dataset: an isolated molecule of C3H6N2O (ωB97M-V/def2-TZVPD).

Geometry as XYZ:
```
12
C3H6N2O ωB97M-V/def2-TZVPD
O -2.18183 0.97453 0.87512
C -1.12769 0.52612 0.47692
N -0.18494 -0.21572 1.16376
C 0.79668 -0.83911 0.28296
C 0.74090 0.11309 -0.92981
N -0.63477 0.67566 -0.78429
H -0.44420 -0.59837 2.05669
H 0.49534 -1.85380 -0.00140
H 1.78098 -0.90592 0.77051
H 1.51309 0.92328 -0.78772
H 0.09468 -0.27402 -1.76786
H -0.84823 1.47427 -1.35489
```

## Properties
* Kohn-Sham gap: 10.1553 eV
* SMILES: O=C1NCCN1
* E_HOMO: -9.3 eV
* lowest unoccupied orbital energy: 0.86 eV

---

Entry two
Entry from the Open Molecules 2025 dataset: an isolated molecule of C3H6N2O (ωB97M-V/def2-TZVPD).

Geometry as XYZ:
```
12
C3H6N2O ωB97M-V/def2-TZVPD
C 0.68419 0.24182 -0.04038
C 0.46801 -1.26767 -0.00774
C -1.59308 1.16928 0.08509
N 2.18977 0.50196 -0.18492
N -0.06858 1.27994 0.01287
O 3.08275 -0.32900 -0.26379
H 1.23650 -1.77388 -0.61651
H 0.41015 -1.75607 1.00999
H -0.49556 -1.53842 -0.47909
H -2.13526 1.74846 -0.68723
H -1.82656 0.08526 0.11011
H -1.95230 1.63832 1.06162
```

## Properties
* Kohn-Sham gap (spin up / spin down): 8.0404 / 8.0300 eV
* SMILES: C/N=C(\C)N=O
* E_HOMO (spin up / spin down): -8.8 / -8.8 eV
* lowest unoccupied orbital energy (spin up / spin down): -0.74 / -0.72 eV

---

Going by the computed energies, the most stable comes first: entry one, entry two.